Entry from OMol25: a cluster of 8 separate species, C7H28BrN14O7 in total (the ωB97M-V functional and the def2-TZVPD basis).

Positions of all 57 atoms, in Å:
Br  -0.302  0.110  0.219
C  -2.120  3.999  -2.007
O  -3.144  3.520  -2.455
N  -1.880  5.274  -2.041
N  -1.177  3.244  -1.536
H  -1.056  5.719  -1.663
H  -2.572  5.839  -2.514
H  -0.312  3.758  -1.443
H  -1.288  2.241  -1.485
C  -3.470  -3.125  1.386
O  -3.814  -2.567  2.404
N  -2.899  -2.504  0.413
N  -4.098  -4.262  0.950
H  -2.488  -1.586  0.501
H  -2.736  -2.978  -0.464
H  -4.851  -4.544  1.561
H  -3.979  -4.579  -0.002
C  -1.241  -1.081  -3.906
O  -2.109  -0.301  -3.674
N  -0.292  -1.480  -3.012
N  -1.121  -1.874  -4.944
H  -0.237  -0.794  -2.273
H  0.418  -2.170  -3.214
H  -0.720  -2.788  -4.793
H  -1.963  -1.898  -5.502
C  1.738  -3.002  1.971
O  2.339  -3.959  2.481
N  1.621  -1.838  2.518
N  1.244  -3.034  0.774
H  1.438  -1.032  1.939
H  1.850  -1.837  3.502
H  0.789  -2.240  0.345
H  1.257  -3.824  0.145
C  -1.904  -0.157  4.510
O  -2.011  -0.904  5.530
N  -2.100  1.086  4.396
N  -1.993  -0.696  3.372
H  -2.232  1.573  5.271
H  -1.923  1.632  3.565
H  -1.820  -0.182  2.520
H  -1.621  -1.635  3.361
C  4.035  2.226  1.341
O  4.310  2.768  0.307
N  3.053  1.453  1.490
N  4.716  2.214  2.435
H  2.358  1.278  0.779
H  2.891  1.164  2.444
H  5.569  2.754  2.426
H  4.555  1.448  3.073
C  2.995  1.077  -2.221
O  3.861  0.676  -1.381
N  3.363  1.536  -3.362
N  1.740  1.063  -2.231
H  4.322  1.430  -3.662
H  2.509  1.568  -3.900
H  1.155  1.655  -2.802
H  1.345  0.567  -1.445

Results
lowest unoccupied orbital energy (alpha / beta) = 4.33 / 4.23 eV
⟨S²⟩ = 0.750
HOMO-LUMO gap (alpha / beta) = 1.801 / 8.456 eV
highest occupied orbital energy (alpha / beta) = 2.5 / -4.2 eV
strongest force on any atom = 8.165 eV Å⁻¹
spin multiplicity = 2
total charge = -2

natural (NBO) population analysis, charges in e, atoms 1 to 2: number 1, Br, carries -0.91; number 2, C, carries 0.72